[1]
Density functional theory data (wB97M-V/def2-TZVPD) for a gas-phase ion, C4H11N2S (charge -1) at a distorted geometry.

```
18
Properties=species:S:1:pos:R:3:forces:R:3:mulliken_charge:R:1
H -0.940906 -1.377539 -0.164886 0.87 -0.33 0.94 0.229
S 0.801779 -3.002037 -0.431980 0.78 -0.19 -0.62 -0.640
H -1.718214 1.813243 0.152463 -1.62 2.42 0.45 0.219
H 1.262410 -0.201477 -0.815030 0.44 0.32 -0.10 0.195
H -1.229756 1.490442 -2.115582 0.65 -0.57 -0.03 0.313
H 1.380140 -0.407802 2.096338 0.64 0.01 -0.58 0.318
N -1.213618 1.021164 -0.019522 1.38 -2.10 -1.08 -0.276
C -1.407809 0.620160 -1.445722 -1.70 1.60 0.33 -1.001
C 0.817272 -0.219340 0.177708 2.64 1.35 0.86 0.047
H -0.912266 -0.295918 -1.762518 0.21 0.33 0.17 0.385
H 0.173327 1.362006 1.518295 -0.52 -0.32 1.23 0.448
H -2.519668 0.481324 -1.611281 1.03 -0.25 0.43 0.255
H 0.823031 2.032969 0.116102 -1.04 -1.55 -0.25 0.197
H 0.080564 -1.702497 1.324094 -0.98 -0.09 0.55 0.220
H 2.449092 -1.030598 1.016104 0.25 -0.37 0.26 0.319
C 0.159261 1.132799 0.481676 -0.36 0.13 -2.29 -0.691
C 0.094781 -1.510208 0.260730 -2.58 -0.28 0.10 -0.705
N 1.900580 -0.206690 1.223012 -0.10 -0.10 -0.39 -0.831
```
Forces are in eV/Å.

As for the LUMO energy: 3.699 eV. Its total charge is -1. As for the structure (SMILES): CNC[C@@H](N)C[S-]. As for the calculated total energy: -18141.380 eV. Its highest occupied orbital energy is -2.38 eV.

---

[2]
Density functional theory data (wB97M-V/def2-TZVPD) for a gas-phase ion, C4H11N2S (charge -1) at a distorted geometry.

```
18
Properties=species:S:1:pos:R:3:forces:R:3:mulliken_charge:R:1
S -3.217239 -0.688298 -0.159779 -1.12 0.15 -0.05 -0.624
H 1.953320 -1.152741 -0.331824 -0.68 0.46 -0.13 0.227
H -0.329212 1.140653 -2.526825 -0.85 1.52 1.96 0.325
H -1.959887 0.922841 -1.990216 -0.39 0.14 0.34 0.343
H 2.918471 -1.912964 1.416643 -0.43 1.02 0.10 0.250
C 1.350190 -0.837495 0.563428 1.14 -0.99 -1.71 -0.408
H 0.650436 -1.649010 0.695111 -0.86 0.18 -0.14 0.317
C -1.023488 1.293415 -1.574686 1.78 -2.31 -1.35 -1.217
H -1.210143 2.206081 -1.011892 0.53 0.53 -0.77 0.363
H -1.335330 -0.431353 1.286882 -0.71 0.52 0.12 0.165
H -1.899899 1.231005 0.968666 -0.26 -0.67 -0.65 0.315
C -0.656881 0.200353 -0.554858 0.24 1.92 2.71 -0.125
N 2.320036 -1.111617 1.671885 -0.56 0.60 0.53 -0.626
C -1.834023 0.204247 0.518714 2.51 -1.85 -0.38 -0.703
H -0.384856 -0.698595 -1.061304 -0.89 -1.01 -0.26 0.441
N 0.635294 0.429615 0.346342 0.14 1.00 -1.02 -0.482
H 1.164667 1.155417 -0.189887 0.09 -1.21 0.81 0.252
H 2.858543 -0.301552 1.933599 0.32 0.00 -0.12 0.187
```
Forces are in eV/Å.

As for the LUMO energy: 3.584 eV. Its total charge is -1. As for the structure (SMILES): C[C@H](C[S-])NCN. As for the calculated total energy: -18140.781 eV. Its highest occupied orbital energy is -2.26 eV.

---

[3]
Density functional theory data (wB97M-V/def2-TZVPD) for a gas-phase ion, C4H11N2S (charge -1) at a distorted geometry.

```
18
Properties=species:S:1:pos:R:3:forces:R:3:mulliken_charge:R:1
H -1.628620 1.338038 -1.706823 -0.45 -0.33 0.20 0.214
H 1.282643 0.981620 -0.917981 0.14 0.13 -0.28 0.248
C 0.628077 -0.707767 1.462687 0.38 0.34 -2.20 -0.356
N 0.068574 -1.224262 2.659716 0.50 1.99 0.34 -0.491
H 0.856033 0.364001 1.468158 0.07 0.16 0.80 0.277
H 1.571234 -1.185903 1.146679 -0.11 -0.19 -0.01 0.234
H 0.725490 -1.494370 -1.267618 0.41 0.02 0.13 0.319
C -0.725029 1.690382 -1.226413 0.28 1.35 -0.58 -0.747
H 0.635494 -1.175990 3.480100 -0.09 -0.44 0.23 0.167
H -0.905804 -1.036499 -1.557239 0.02 0.06 0.08 0.375
H -0.904673 1.977187 -0.191150 -0.09 -0.62 0.22 0.183
C 0.370382 0.671473 -1.433479 -0.07 -0.79 0.18 -0.293
N -0.360524 -0.928408 0.403713 -0.01 -1.02 1.42 -0.337
H -1.204290 -0.474989 0.726717 -0.09 0.29 -0.61 0.339
H -0.560985 -1.945818 2.480219 -0.66 -1.51 0.17 0.195
H 0.535205 0.568564 -2.511998 0.37 0.40 0.09 0.297
C -0.013948 -0.746235 -0.983834 -0.71 0.42 -0.18 -0.923
S -0.369255 3.328977 -2.031448 0.13 -0.26 0.01 -0.702
```
Forces are in eV/Å.

As for the LUMO energy: 3.535 eV. Its total charge is -1. As for the structure (SMILES): NCNCCC[S-]. As for the calculated total energy: -18141.982 eV. Its highest occupied orbital energy is -2.19 eV.

---

[4]
Density functional theory data (wB97M-V/def2-TZVPD) for a gas-phase ion, C4H11N2S (charge -2) at a distorted geometry.

```
18
Properties=species:S:1:pos:R:3:forces:R:3:mulliken_charge:R:1
H -2.931942 -0.451561 -1.345102 0.51 0.53 0.24 0.652
H 1.760518 -0.076914 -1.805166 0.71 0.68 -0.14 0.294
H -0.267781 -0.478308 1.914042 0.22 -0.13 -0.94 0.208
H 2.288517 0.288890 1.757261 -0.15 0.05 -1.51 0.199
H 0.597822 1.241850 -1.440077 1.18 -2.05 -0.33 0.366
C 2.221881 0.463470 0.612413 -0.39 -3.80 2.19 -0.935
C 0.902645 -0.216933 0.033767 1.40 0.42 0.18 0.116
H -3.673572 -0.434995 0.191562 1.05 0.37 -0.14 0.964
H 2.315012 1.479979 0.504618 -0.45 2.58 -0.60 0.362
H 1.131670 -1.302349 0.097949 -0.01 0.51 -0.51 0.202
H -1.138068 -1.171747 -0.640220 0.98 -0.69 -0.55 0.345
N 0.880284 0.208986 -1.422178 -3.22 0.63 1.85 -0.589
H -2.573499 0.872710 -0.142168 0.06 2.38 -0.20 0.528
S 3.714106 -0.285164 -0.200061 -0.06 0.14 0.24 -0.801
N -1.518262 -0.872573 0.225223 -0.19 0.80 0.00 0.322
H -0.588047 0.970605 1.097641 -0.76 -0.03 -0.65 0.713
C -2.684137 -0.140576 -0.308069 -1.96 -2.67 0.90 -3.728
C -0.437152 -0.095375 0.868564 1.08 0.28 -0.04 -1.216
```
Forces are in eV/Å.

As for the LUMO energy (alpha / beta): 5.806 / 5.721 eV. Its total charge is -2. Its spin multiplicity is 2. As for the calculated total energy: -18137.427 eV. Its highest occupied orbital energy (alpha / beta) is 3.85 / -0.33 eV.

---

[5]
Density functional theory data (wB97M-V/def2-TZVPD) for a gas-phase ion, C4H11N2S (charge -2).

```
18
Properties=species:S:1:pos:R:3:forces:R:3:mulliken_charge:R:1
H 1.848550 -0.285064 -0.776114 0.27 0.15 -0.06 0.183
C -0.762676 0.442628 -1.137370 0.10 -0.31 -0.41 -0.373
H 1.050881 -2.315598 1.623223 -0.01 -0.02 0.12 0.756
C 1.380663 -0.375271 1.122228 0.31 0.32 0.14 -3.628
H 0.733254 0.171935 1.813193 -0.04 0.18 -0.17 0.042
C 0.473754 1.175807 -0.618023 0.74 0.40 0.18 -0.969
H -1.156781 0.981349 -2.006492 -0.12 0.17 0.11 0.384
H 2.331991 -0.471822 1.656246 0.04 -0.20 0.04 1.589
C -1.913353 0.218955 -0.168151 -0.01 0.72 -0.04 -0.733
S -3.303683 -0.698451 -0.891643 -0.19 -0.01 -0.03 -0.849
N 0.902299 -1.712572 0.817571 -0.15 0.01 -0.30 -0.330
H -2.210908 1.230070 0.165215 -0.20 -0.25 -0.02 0.406
H 0.226882 1.911567 0.151282 -0.31 -0.06 0.02 0.146
H -0.475364 -0.517774 -1.571939 0.16 -0.18 0.10 0.279
N 1.627463 0.425237 -0.082190 -0.78 -0.51 -0.03 0.584
H -0.093558 -1.690553 0.607223 0.11 -0.13 0.10 -0.024
H -1.557263 -0.265028 0.733087 0.16 -0.23 0.27 0.173
H 0.897845 1.774585 -1.437340 -0.08 -0.05 -0.03 0.361
```
Forces are in eV/Å.

As for the LUMO energy (alpha / beta): 6.037 / 5.897 eV. Its total charge is -2. Its spin multiplicity is 2. As for the calculated total energy: -18138.394 eV. Its highest occupied orbital energy (alpha / beta) is 3.98 / -0.04 eV.

---

[6]
Density functional theory data (wB97M-V/def2-TZVPD) for C4H11N2S in the gas phase at a distorted geometry.

```
18
Properties=species:S:1:pos:R:3:forces:R:3:mulliken_charge:R:1
H -0.829165 3.126793 1.144283 0.27 1.93 -0.05 0.262
C 0.369418 -0.308744 -0.876131 -3.93 -0.80 -2.77 -0.850
S 1.406254 -3.364278 -0.719800 -0.26 0.56 0.79 -0.131
N 0.262532 1.141191 -0.793291 -0.01 -1.13 -0.78 -0.330
H -0.347531 -0.616124 -1.785882 1.45 0.45 1.66 0.250
C -0.983693 1.890833 -0.544185 1.50 -1.92 1.33 -0.342
H 0.390691 -2.940389 1.395375 0.43 -0.42 1.34 0.380
C 0.961710 -2.318023 0.754491 1.75 2.51 -2.35 -0.654
H -0.257632 -0.493041 1.145393 0.27 -0.29 0.22 0.140
H 2.027168 -1.790058 1.036529 -2.79 -1.59 0.00 0.322
H 1.318044 -0.654660 -1.232672 0.84 0.37 -0.03 0.510
H 1.102075 1.426496 -0.379029 0.89 1.49 0.78 0.231
N -1.116202 2.221324 0.920871 -1.68 -0.37 -2.07 -0.574
H -0.950373 2.768660 -1.195834 -0.52 0.00 0.43 0.294
H -1.754992 1.139052 -0.834458 0.10 1.04 0.09 0.271
H -0.502901 1.666915 1.441740 0.87 -1.39 0.70 0.200
H -1.017299 -1.726626 0.221423 -0.03 0.37 -0.64 0.371
C -0.078104 -1.169320 0.301175 0.87 -0.82 1.35 -0.351
```
Forces are in eV/Å.

As for the LUMO energy (alpha / beta): 0.982 / -1.918 eV. Its total charge is 0. Its spin multiplicity is 2. As for the calculated total energy: -18138.864 eV. Its highest occupied orbital energy (alpha / beta) is -8.42 / -8.40 eV.

---

[7]
Density functional theory data (wB97M-V/def2-TZVPD) for C4H11N3 in the gas phase at a distorted geometry.

```
18
Properties=species:S:1:pos:R:3:forces:R:3:mulliken_charge:R:1
H 0.746445 -1.057995 1.677853 0.06 0.29 -0.02 0.350
C 0.478233 -0.937510 0.645963 -1.51 -5.74 -2.48 -0.652
H -0.104539 3.195910 1.515225 -0.04 0.02 0.03 0.319
H 0.886299 -2.833128 -0.341130 -0.17 0.31 0.08 0.242
H 1.457852 1.201566 1.582075 -0.07 -0.31 -0.15 0.318
H -0.328994 1.055054 -1.740547 0.14 -0.02 0.04 0.235
N 0.157195 0.202490 -1.500632 -0.16 -0.65 -0.45 -0.526
H -0.988923 1.682023 1.752182 -0.04 0.00 0.01 0.288
H 1.520047 1.992462 0.001500 0.08 0.25 0.12 0.338
H -1.771607 -2.080466 -0.776449 0.11 -0.27 -0.04 0.221
C 0.877687 1.449363 0.694633 -0.94 -1.59 -2.32 -0.695
H -0.966296 2.462806 0.169726 -0.05 0.02 -0.02 0.282
N -0.855216 -2.320445 -1.152211 -0.04 0.52 0.09 -0.507
C -0.367641 2.242309 1.054281 0.13 0.09 0.00 -0.923
H -0.287376 -0.661293 -1.862540 0.21 0.62 0.10 0.444
H -0.932294 -3.253933 -1.554922 0.02 0.16 0.37 0.220
C 0.450716 0.065561 -0.175149 1.28 4.77 2.99 0.498
N 0.028409 -2.404775 0.010141 0.97 1.52 1.68 -0.449
```
Forces are in eV/Å.

As for the LUMO energy: 1.114 eV. Its total charge is 0. As for the structure (SMILES): CC/C(N)=C/NN. As for the calculated total energy: -8794.033 eV. Its highest occupied orbital energy is -7.71 eV.

---

For reference, ΔE to the lowest compared entry with this formula, charge and spin by record: 165.7 223.6 107.7 120.3 27.0 159.6 346.0 kJ/mol.